No. 1
{"formula": "C4H3Li2O2Tl", "method": "ωB97M-V/def2-TZVPD", "elements": ["C", "O", "Tl", "Li", "C", "C", "C", "O", "Li", "H", "H", "H"], "xyz": [[-0.923, -1.599, 0.930], [-0.857, -2.597, 1.498], [-1.137, -4.111, 2.805], [-1.602, 1.804, -1.574], [0.490, 1.512, 0.700], [0.553, 0.950, -0.481], [0.035, -0.087, -1.189], [-1.026, 0.096, -1.997], [-1.587, -0.928, -3.346], [0.872, 2.504, 0.952], [0.672, -0.964, -1.367], [-0.106, 0.735, 1.442]], "forces_ev_per_angstrom": [[0.294, -2.506, 1.362], [0.763, 7.855, -6.129], [-1.162, -6.350, 5.473], [-1.225, 1.588, -0.282], [0.209, -1.329, -2.469], [-0.280, 3.053, 7.276], [-3.881, -2.647, -8.144], [4.969, -0.212, 4.443], [-0.757, -1.138, -1.794], [0.010, 0.469, 0.860], [-0.399, -0.452, 0.501], [1.458, 1.670, -1.098]], "gap_ev": [2.590, 2.596], "homo_energy_ev": [-24.49, -24.50], "charge": 4, "relative_energy_ev": 0.0000}



No. 2
{"formula": "C4H3LiNaO2", "method": "ωB97M-V/def2-TZVPD", "elements": ["O", "C", "C", "C", "C", "O", "Li", "H", "H", "H", "Na"], "xyz": [[1.697, 1.906, -0.490], [1.970, 0.732, -0.753], [1.895, -0.532, -0.729], [-1.559, -1.097, 1.220], [-1.407, 0.169, 0.758], [-1.215, 0.793, -0.335], [-0.110, -0.292, -1.602], [2.481, -1.430, -0.860], [-1.543, -1.286, 2.295], [-2.176, -1.775, 0.610], [-0.034, 2.810, -0.115]], "forces_ev_per_angstrom": [[1.467, -0.439, -0.969], [-1.037, -1.092, 1.327], [0.435, 0.822, -1.112], [-1.070, 0.928, -0.455], [1.162, -0.363, 0.721], [-0.322, -0.266, -0.661], [0.062, 0.144, 1.038], [-0.142, 0.401, 0.074], [0.033, 0.094, -0.388], [0.479, -0.155, 0.035], [-1.065, -0.074, 0.390]], "s2": 0.756, "spin_multiplicity": 2, "gap_ev": [5.595, 6.876], "homo_energy_ev": [-6.20, -7.56], "relative_energy_ev": 0.2173}



No. 3
{"formula": "C4H3LiO2Tm", "method": "ωB97M-V/def2-TZVPD", "elements": ["Tm", "O", "C", "H", "H", "C", "C", "C", "O", "Li", "H"], "xyz": [[-1.587, 1.128, 3.520], [-0.316, -0.249, 1.023], [-0.919, 0.169, -0.214], [-1.805, -0.303, -0.666], [-1.135, 1.248, -0.192], [1.279, 0.395, -1.764], [0.259, -0.138, -1.097], [1.348, -0.463, -0.191], [2.243, -1.192, 0.162], [-0.927, -1.830, 1.815], [1.560, 1.235, -2.395]], "forces_ev_per_angstrom": [[0.193, 0.079, -0.165], [-1.778, 0.041, 0.425], [-0.003, 0.434, -0.136], [-0.015, -0.424, 0.837], [0.168, -0.240, -0.219], [-1.714, 0.851, -0.405], [2.818, 1.603, 0.670], [3.160, -6.073, 0.174], [-3.503, 4.117, -0.751], [0.255, -0.050, -0.213], [0.419, -0.337, -0.218]], "s2": 3.768, "spin_multiplicity": 4, "gap_ev": [5.964, 6.673], "homo_energy_ev": [-13.86, -16.17], "charge": 2}



No. 4
{"formula": "C4H3LiO4", "method": "ωB97M-V/def2-TZVPD", "elements": ["C", "C", "H", "O", "C", "O", "Li", "O", "C", "O", "H", "H"], "xyz": [[-1.286, -0.768, 0.219], [0.035, -0.716, 0.331], [-1.759, -1.734, 0.396], [0.786, 0.355, -0.120], [2.006, -0.068, -0.455], [3.012, 0.356, 0.015], [4.397, 0.291, 0.126], [-1.788, 1.607, -0.043], [-2.231, 0.351, -0.051], [-3.391, 0.129, -0.313], [-0.835, 1.679, -0.189], [1.053, -1.482, 0.085]], "forces_ev_per_angstrom": [[0.429, -0.825, 0.891], [2.974, -3.283, -2.837], [0.072, 0.292, 0.063], [1.333, 2.745, -0.456], [-2.114, 0.873, 1.001], [-6.842, 0.440, -1.226], [8.389, -0.153, 0.851], [0.524, 0.414, -0.098], [-1.778, 0.018, -0.909], [1.343, -0.172, 0.618], [-0.138, 0.006, 0.255], [-4.192, -0.356, 1.847]], "s2": 0.755, "spin_multiplicity": 2, "gap_ev": [8.460, 6.749], "homo_energy_ev": [-13.93, -13.94], "charge": 1, "relative_energy_ev": 2.8770}



No. 5
{"formula": "C4H3MnNO4", "method": "ωB97M-V/def2-TZVPD", "elements": ["O", "C", "Mn", "O", "C", "C", "O", "C", "O", "N", "H", "H", "H"], "xyz": [[-0.116, -2.946, -0.242], [-0.116, -1.797, -0.227], [-0.116, 0.013, -0.204], [-2.834, 0.015, -3.456], [-2.093, 0.004, -2.575], [1.665, 0.016, -0.520], [2.799, 0.018, -0.720], [-0.115, 1.824, -0.181], [-0.115, 2.972, -0.166], [0.221, -0.022, 1.800], [0.876, -0.794, 2.059], [-0.687, -0.180, 2.292], [0.630, 0.877, 2.141]], "forces_ev_per_angstrom": [[0.339, 4.201, 0.226], [-1.391, -10.914, -0.908], [-5.081, 0.018, 0.188], [2.819, -0.048, 3.360], [-2.590, 0.053, -3.104], [11.323, 0.038, -2.469], [-4.507, -0.008, 0.861], [-1.403, 10.918, -0.654], [0.343, -4.203, 0.122], [0.279, -0.037, 1.899], [-0.669, 0.828, 0.289], [0.933, 0.160, 0.004], [-0.396, -1.006, 0.187]], "s2": 8.770, "spin_multiplicity": 6, "gap_ev": [9.043, 8.605], "homo_energy_ev": [-19.17, -21.37], "charge": 2, "relative_energy_ev": 0.0000}



No. 6
{"formula": "C4H3N", "method": "ωB97M-V/def2-TZVPD", "elements": ["C", "C", "C", "C", "N", "H", "H", "H"], "xyz": [[0.167, -0.212, 1.859], [0.015, -0.046, 0.676], [-0.435, 0.342, -0.678], [0.492, -0.266, -1.655], [1.421, -0.929, -1.500], [0.170, -0.266, 2.930], [-0.390, 1.427, -0.780], [-1.439, -0.050, -0.852]], "forces_ev_per_angstrom": [[-0.324, 0.256, -0.490], [-0.732, 0.486, 0.820], [-0.223, 0.155, 0.071], [0.627, -0.531, 1.733], [0.800, -0.476, -1.827], [0.301, -0.199, -0.348], [-0.382, -0.068, 0.016], [-0.067, 0.378, 0.026]], "gap_ev": 10.929, "homo_energy_ev": -10.59, "smiles": "C#CCC#N", "relative_energy_ev": 1.3126}



No. 7
{"formula": "C4H3N", "method": "ωB97M-V/def2-TZVPD", "elements": ["C", "C", "C", "C", "N", "H", "H", "H"], "xyz": [[0.651, -1.900, -0.057], [0.096, -0.835, -0.086], [-0.617, 0.446, -0.042], [0.288, 1.595, 0.103], [0.981, 2.512, 0.221], [1.136, -2.851, -0.011], [-1.306, 0.442, 0.811], [-1.229, 0.591, -0.939]], "forces_ev_per_angstrom": [[-0.256, 0.441, 0.000], [0.224, -0.522, 0.078], [-0.109, -0.049, 0.029], [0.622, 0.867, 0.088], [-0.682, -0.911, -0.118], [-0.055, 0.175, -0.064], [0.100, 0.041, -0.105], [0.155, -0.042, 0.093]], "gap_ev": 11.529, "homo_energy_ev": -10.81, "smiles": "C#CCC#N", "relative_energy_ev": 0.3043}



No. 8
{"formula": "C4H3N", "method": "ωB97M-V/def2-TZVPD", "elements": ["C", "C", "C", "C", "N", "H", "H", "H"], "xyz": [[1.449, -0.233, -0.021], [-0.641, 0.923, 0.062], [0.712, 0.936, 0.096], [0.302, -0.905, 0.121], [-0.905, -0.381, 0.120], [2.396, -0.634, 0.094], [-1.233, 1.813, -0.008], [-2.081, -1.520, -0.463]], "forces_ev_per_angstrom": [[-0.187, -0.041, 0.359], [-0.637, 2.651, -0.793], [0.848, -0.567, 0.188], [-0.398, -0.741, -0.270], [-2.799, -3.917, -0.971], [1.702, 0.086, -0.048], [-0.751, -0.285, 0.176], [2.221, 2.815, 1.359]], "gap_ev": [7.018, 7.507], "homo_energy_ev": [-8.64, -8.77], "relative_energy_ev": 7.3180}



No. 9
{"formula": "C4H3N3", "method": "ωB97M-V/def2-TZVPD", "elements": ["N", "C", "C", "N", "C", "C", "N", "H", "H", "H"], "xyz": [[2.955, 0.276, 0.239], [1.965, -0.319, 0.145], [0.774, -0.982, -0.064], [-0.306, -1.584, 0.143], [-1.380, -0.733, 0.075], [-0.985, 0.577, -0.102], [0.305, 0.734, -0.262], [-2.394, -1.083, 0.164], [-1.634, 1.430, -0.110], [0.736, 1.676, -0.230]], "forces_ev_per_angstrom": [[-0.020, -0.332, 0.108], [3.120, -1.771, 0.702], [-1.045, 3.725, -0.497], [0.454, 0.345, -0.065], [-0.199, -0.072, 0.055], [-0.790, 0.077, -0.067], [-1.293, -0.784, -0.093], [0.143, -0.155, 0.040], [-0.391, 0.144, 0.007], [0.021, -1.178, -0.190]], "gap_ev": 9.025, "homo_energy_ev": -8.91, "smiles": "N#Cc1ncc[nH]1", "relative_energy_ev": 3.3287}



No. 10
{"formula": "C4H3N3O", "method": "ωB97M-V/def2-TZVPD", "elements": ["C", "C", "C", "C", "H", "H", "H", "N", "N", "N", "O"], "xyz": [[-1.201, -1.196, -0.044], [0.173, -0.791, -0.079], [1.511, 0.905, -0.030], [0.148, 0.618, -0.042], [-1.697, 1.695, 0.103], [-1.577, -2.173, 0.185], [2.125, 1.822, 0.053], [-1.152, 0.870, -0.084], [-1.941, -0.166, -0.004], [1.389, -1.334, -0.055], [2.222, -0.249, -0.003]], "forces_ev_per_angstrom": [[1.106, -2.539, 0.616], [1.241, -1.486, 0.228], [-0.280, 1.146, 0.374], [3.418, -1.402, -0.306], [0.856, 0.596, -0.158], [-0.196, -0.252, -0.445], [-0.654, -0.823, -0.171], [-2.255, 4.837, 0.158], [-1.492, -0.964, -0.100], [-0.891, 0.363, 0.020], [-0.851, 0.526, -0.216]], "gap_ev": 9.308, "homo_energy_ev": -8.80, "smiles": "c1n[nH]c2conc12", "relative_energy_ev": 2.7491}



No. 11
{"formula": "C4H3N3O", "method": "ωB97M-V/def2-TZVPD", "elements": ["C", "C", "C", "C", "H", "H", "H", "N", "N", "N", "O"], "xyz": [[-2.104, 0.489, 0.731], [-0.116, 0.227, -0.344], [0.686, -0.744, 0.542], [1.891, -0.080, -1.223], [-2.523, 1.318, 1.455], [0.321, -1.157, 1.536], [2.750, 0.142, -1.970], [-1.188, 0.844, -0.316], [1.843, -0.964, -0.017], [0.847, 0.604, -1.249], [-2.406, -0.679, 0.855]], "forces_ev_per_angstrom": [[0.003, -0.895, 0.485], [3.103, -0.430, 1.158], [0.567, -0.835, -0.050], [0.096, -0.019, 1.119], [0.896, -1.157, -1.676], [0.794, 0.298, -1.587], [-1.328, -1.032, 1.845], [-2.538, 1.157, 1.500], [-0.715, -0.233, 1.012], [-0.545, 2.049, -4.145], [-0.334, 1.097, 0.340]], "gap_ev": 8.713, "homo_energy_ev": -10.29, "smiles": "O=C/N=C1\\C=NC=N1", "relative_energy_ev": 2.1034}



No. 12
{"formula": "C4H3N3O", "method": "ωB97M-V/def2-TZVPD", "elements": ["C", "C", "C", "C", "H", "H", "H", "N", "N", "N", "O"], "xyz": [[2.028, -0.293, -0.153], [0.569, -0.099, 0.179], [-0.196, -1.165, 0.103], [-1.299, 1.173, -0.271], [0.055, -2.168, -0.069], [-2.348, -1.542, 0.759], [-1.542, 2.348, -0.318], [3.217, 0.104, -0.175], [-1.572, -1.005, -0.068], [-2.152, 0.164, -0.224], [0.098, 1.103, 0.469]], "forces_ev_per_angstrom": [[6.883, 4.637, 1.047], [3.137, -2.243, -0.908], [-1.690, 0.011, -0.217], [-1.067, 1.368, 2.528], [1.043, -0.966, -0.198], [3.395, 1.398, -3.408], [0.371, -3.297, -0.328], [-8.286, -3.372, -0.148], [-3.882, -4.694, 4.815], [2.990, 5.883, -1.415], [-2.893, 1.276, -1.767]], "gap_ev": 8.474, "homo_energy_ev": -8.70, "smiles": "N#CC1=CNN=CO1", "relative_energy_ev": 5.0913}